Below is a cluster of 2 separate species, C6H14NO2P in total, with properties calculated with ωB97M-V/def2-TZVPD.

Geometry as XYZ:
```
24
Properties=species:S:1:pos:R:3:forces:R:3
C -3.979 1.076 -0.070 0.939 1.159 1.057
C 2.486 -1.136 1.123 0.525 -1.598 -2.474
C -0.939 0.726 1.697 1.364 0.444 0.668
C 0.791 -0.159 -1.783 -0.942 -1.927 1.789
C 1.938 0.159 -0.809 -0.016 -1.790 -1.365
C -0.536 0.546 -1.315 -2.072 -3.464 -1.544
N -0.947 -1.675 0.205 -0.360 -3.622 1.368
O -1.306 -2.403 1.186 0.847 0.884 -1.086
O 1.697 -0.159 0.523 -0.622 -0.266 0.211
P -1.426 -0.144 0.197 -0.963 3.415 -1.383
H -3.687 2.137 0.273 -0.058 -1.249 -0.083
H -4.370 1.300 -1.058 -0.041 -0.413 -0.733
H 2.571 -2.081 0.472 -0.627 0.983 1.017
H 1.992 -1.280 2.025 -0.452 -0.946 1.768
H 3.520 -0.876 1.265 0.546 0.748 0.238
H 0.154 1.095 1.520 -2.099 -0.376 0.497
H -1.689 1.510 1.950 0.790 -0.444 -0.256
H -0.913 -0.010 2.535 -0.065 0.440 -0.621
H 0.997 0.125 -2.812 0.309 0.204 0.060
H 0.665 -1.386 -1.793 -0.023 3.257 0.091
H 2.147 1.159 -0.715 0.536 2.779 -0.832
H 2.800 -0.358 -1.221 0.513 -0.080 0.262
H -0.639 1.601 -1.264 0.657 1.142 -0.008
H -1.327 0.233 -2.128 1.317 0.722 1.360
```
Positions in Å, forces in eV/Å.

Output
E_LUMO (spin up / spin down): -1.01 / -0.92 eV
strongest force on any atom: 0.08405 hartree/bohr
E_HOMO (spin up / spin down): -8.07 / -8.09 eV
E: -21313.6410 eV
HOMO-LUMO gap (spin up / spin down): 7.066 / 7.162 eV
ΔE to the lowest compared entry with this formula, charge and spin: 220.2 kcal/mol

---

Below is a cluster of 2 separate species, C6H14NO2P in total, with properties calculated with ωB97M-V/def2-TZVPD.

Geometry as XYZ:
```
24
Properties=species:S:1:pos:R:3:forces:R:3
C 2.619 -1.123 -1.134 -2.629 -2.583 1.749
C -1.349 1.012 -1.757 -1.153 -2.407 1.511
C 1.502 -1.720 -0.178 2.234 2.248 1.235
C -1.960 0.769 1.471 0.265 -0.046 1.817
C -1.002 1.549 0.568 0.908 -0.483 2.168
C -1.390 -0.625 1.805 -0.640 -0.354 -1.545
N -2.790 -2.059 -0.103 -0.482 -0.338 0.464
O -3.447 -2.755 -0.856 0.198 0.464 0.094
O -0.592 0.858 -0.578 0.903 0.149 1.225
P -1.275 -1.627 0.187 0.723 -0.087 0.182
H 2.634 -1.942 -1.853 0.808 0.839 -0.624
H 3.434 -1.101 -0.477 1.806 -0.356 0.545
H -0.562 1.067 -2.468 -0.183 0.235 -1.471
H -2.001 1.840 -1.613 -0.363 1.059 -0.636
H -2.040 0.080 -1.834 1.187 1.406 -0.477
H 1.195 -2.664 -0.450 -0.778 -1.894 -0.715
H 2.551 -0.129 -1.458 -0.783 1.214 -0.976
H 1.746 -1.702 0.925 -0.513 0.358 -1.160
H -1.941 1.375 2.454 -0.591 -0.763 -1.394
H -3.001 0.634 1.090 0.766 0.419 0.206
H -0.087 1.801 1.289 -1.476 -0.501 -1.974
H -1.521 2.450 0.347 -0.075 1.188 -0.566
H -0.336 -0.557 2.158 -0.852 -0.261 0.081
H -2.093 -1.234 2.401 0.721 0.495 0.261
```
Positions in Å, forces in eV/Å.

Output
E_LUMO (spin up / spin down): 0.34 / 0.02 eV
strongest force on any atom: 0.07933 hartree/bohr
E_HOMO (spin up / spin down): -8.08 / -7.93 eV
E: -21315.9629 eV
HOMO-LUMO gap (spin up / spin down): 8.416 / 7.951 eV
ΔE to the lowest compared entry with this formula, charge and spin: 166.7 kcal/mol

---

Below is the ion C6H14NO2S with charge +1, with properties calculated with ωB97M-V/def2-TZVPD.

Geometry as XYZ:
```
24
Properties=species:S:1:pos:R:3:forces:R:3
C 1.049 0.902 1.206 0.935 1.442 2.427
C 1.902 2.003 1.813 0.012 -0.423 1.841
C -2.314 -0.413 0.664 1.418 -2.399 -0.433
C -0.643 -2.127 0.195 4.246 1.148 -3.850
C 0.010 -0.393 -2.614 -2.539 -1.505 0.678
C 1.435 0.684 -0.218 -4.336 2.063 -1.762
N -1.171 -0.870 -0.242 -0.597 2.043 -0.560
O 0.208 0.246 1.784 0.961 0.614 -0.598
O -1.057 1.512 -1.058 -1.153 2.436 0.029
S -0.286 0.353 -0.974 0.588 -4.816 -0.340
H 1.414 2.967 1.799 0.124 0.653 -1.588
H 1.942 2.071 2.905 -0.214 -1.373 0.280
H 2.962 1.904 1.545 -0.457 0.641 -0.638
H -2.898 0.047 -0.048 -1.640 2.328 -0.511
H -2.898 -1.335 0.843 0.554 0.287 0.183
H -1.964 0.001 1.603 -0.375 0.478 -0.293
H 0.105 -2.581 -0.579 -1.642 0.465 1.253
H -0.125 -1.931 1.051 1.692 0.035 2.605
H -1.446 -2.668 0.425 -2.866 -2.829 0.405
H -0.793 -1.209 -2.841 1.267 1.796 0.625
H 0.939 -0.832 -2.724 2.146 -1.313 0.602
H 0.078 0.318 -3.386 -0.701 1.536 -0.684
H 1.680 1.591 -0.854 0.602 -1.288 1.022
H 1.871 -0.240 -0.293 1.976 -2.018 -0.693
```
Positions in Å, forces in eV/Å.

Output
E_LUMO: -3.57 eV
strongest force on any atom: 0.11368 hartree/bohr
E_HOMO: -13.85 eV
E: -22858.6068 eV
charge: +1
HOMO-LUMO gap: 10.279 eV
ΔE to the lowest compared entry with this formula, charge and spin: 86.5 kcal/mol
SMILES: CC(=O)C[S@](C)(=O)=[N+](C)C

---

Below is the ion C6H14NOS with charge +1, with properties calculated with ωB97M-V/def2-TZVPD.

Geometry as XYZ:
```
23
Properties=species:S:1:pos:R:3:forces:R:3
C 0.092 0.140 -1.303 1.681 1.953 0.455
C 0.117 0.763 1.165 0.192 -1.960 2.050
C 2.838 -0.668 -0.666 -1.237 -0.361 -0.617
C 1.289 -0.167 1.546 -0.056 2.265 0.863
C -1.405 -0.942 0.208 -0.043 -2.353 -1.932
C -1.603 1.480 -0.349 -0.565 -0.845 0.648
N -0.669 0.308 -0.097 0.233 1.972 1.800
O 2.346 1.754 0.001 0.158 0.071 -0.015
S 2.807 0.464 0.586 0.075 0.748 1.164
H 0.762 0.925 -1.670 -0.696 0.009 0.666
H 0.016 -0.721 -1.849 -0.537 -2.112 -0.950
H -0.638 0.710 2.024 0.858 0.255 -1.415
H 0.604 1.732 1.112 -0.776 0.456 -0.755
H 2.826 -1.718 -0.415 0.319 -0.137 -0.134
H 2.502 -0.288 -1.628 0.704 -0.269 0.036
H 1.404 -0.218 2.659 0.320 0.606 -0.978
H 1.194 -1.138 1.253 -0.504 -2.707 -0.888
H -0.802 -1.707 0.768 0.042 0.812 -1.211
H -2.267 -0.921 0.816 -1.013 1.380 0.815
H -1.802 -1.312 -0.811 0.889 0.191 1.719
H -2.405 1.046 -0.841 -1.530 -0.582 -1.608
H -2.082 1.943 0.492 0.469 -0.197 1.196
H -1.156 2.239 -0.912 1.017 0.806 -0.908
```
Positions in Å, forces in eV/Å.

Output
E_LUMO (spin up / spin down): -4.77 / -4.54 eV
strongest force on any atom: 0.05922 hartree/bohr
E_HOMO (spin up / spin down): -12.44 / -13.13 eV
E: -20809.1456 eV
charge: +1
HOMO-LUMO gap (spin up / spin down): 7.668 / 8.588 eV
ΔE to the lowest compared entry with this formula, charge and spin: 136.2 kcal/mol

---

Below is the ion C6H14NOSi with charge +1, with properties calculated with ωB97M-V/def2-TZVPD.

Geometry as XYZ:
```
23
Properties=species:S:1:pos:R:3:forces:R:3
C 0.522 0.042 -0.941 1.016 1.034 -1.551
C 0.085 1.367 1.001 -0.426 -1.335 0.072
C 1.038 -0.081 -2.366 -3.268 -1.806 -0.418
C 1.357 2.326 -0.979 2.200 1.354 0.189
C -2.631 -1.001 0.708 -2.090 0.372 0.426
C 0.090 -2.360 2.142 -0.950 -1.165 2.136
N 0.705 1.187 -0.332 -0.782 -0.923 0.528
O 0.012 -0.999 -0.383 -0.435 -0.192 0.205
Si -0.809 -1.040 1.167 1.262 2.227 -1.669
H 0.887 1.908 1.619 -1.856 -0.889 -0.394
H -0.928 1.842 0.826 1.452 -0.041 0.653
H 0.436 0.431 -3.157 0.382 0.642 1.104
H 0.727 -1.108 -2.705 1.461 0.510 0.556
H 2.041 0.229 -2.404 1.333 -0.124 -0.396
H 2.508 2.224 -1.228 -2.215 -0.423 0.817
H 1.303 3.172 -0.231 -0.112 -0.841 -1.191
H 0.915 2.588 -1.948 -0.292 0.011 0.495
H -3.112 0.025 0.478 1.230 -1.244 0.733
H -2.932 -1.546 -0.268 0.836 0.184 1.827
H -3.211 -1.396 1.650 0.817 0.468 -1.997
H 0.827 -3.000 1.602 -0.865 0.539 -0.023
H 0.693 -1.764 2.830 0.244 0.074 0.080
H -0.525 -3.044 2.922 1.059 1.568 -2.180
```
Positions in Å, forces in eV/Å.

Output
E_LUMO: -3.64 eV
strongest force on any atom: 0.07307 hartree/bohr
E_HOMO: -13.19 eV
E: -17856.8469 eV
charge: +1
HOMO-LUMO gap: 9.550 eV
ΔE to the lowest compared entry with this formula, charge and spin: 24.2 kcal/mol